85
Properties=species:S:1:pos:R:3 method="wB97M-V/def2-TZVPD" e_tot_ev=-307502.0466 homo_lumo_gap_ha="0.227 / 0.150" largest_force_ev_per_a=2.7 multiplicity=2 homo_energy_ev="-9.5 / -9.0" charge=+1 relative_energy_kj_mol=87.34 s_squared=0.769
Re 0.555 1.108 0.078
C 2.297 -1.056 -3.827
N 1.987 0.232 -3.237
C 3.061 0.806 -2.484
C 0.718 0.663 -3.121
N 0.270 1.308 -2.052
C -0.925 2.125 -2.292
C -1.232 3.094 -1.146
N -1.328 2.363 0.117
C -1.023 3.167 1.301
C -0.708 2.294 2.526
N 0.185 1.154 2.245
C 0.511 0.449 3.319
N 1.435 -0.529 3.340
C 2.606 -0.597 2.508
C 1.460 -1.515 4.405
N -0.105 0.717 4.533
C 0.696 0.988 5.709
C -1.483 0.386 4.823
C -2.553 1.576 0.240
C -2.277 0.156 0.756
N -1.183 -0.480 0.050
C -1.374 -1.678 -0.431
N -2.631 -2.238 -0.650
C -3.077 -3.336 0.181
C -3.692 -1.566 -1.366
N -0.337 -2.470 -0.787
C -0.535 -3.712 -1.503
C 0.996 -2.279 -0.261
N -0.042 0.501 -4.250
C -1.338 -0.129 -4.259
C 0.542 0.676 -5.563
H 2.864 -1.643 -3.097
H 2.910 -0.941 -4.721
H 1.383 -1.591 -4.079
H 3.126 0.298 -1.514
H 2.881 1.872 -2.336
H 3.997 0.675 -3.028
H -1.803 1.482 -2.430
H -0.790 2.699 -3.217
H -2.164 3.626 -1.384
H -0.433 3.839 -1.066
H -1.863 3.822 1.572
H -0.166 3.814 1.075
H -1.659 1.941 2.932
H -0.238 2.928 3.288
H 2.462 0.036 1.634
H 2.771 -1.620 2.172
H 3.489 -0.280 3.073
H 0.485 -1.611 4.874
H 2.212 -1.278 5.162
H 1.722 -2.477 3.962
H 1.728 1.174 5.424
H 0.660 0.179 6.445
H 0.303 1.888 6.187
H -2.054 1.274 5.112
H -1.524 -0.319 5.662
H -1.961 -0.093 3.968
H -3.029 1.501 -0.742
H -3.265 2.068 0.913
H -3.206 -0.415 0.715
H -1.987 0.192 1.812
H -2.237 -3.762 0.722
H -3.546 -4.111 -0.431
H -3.816 -2.985 0.913
H -3.312 -0.686 -1.881
H -4.524 -1.263 -0.717
H -4.096 -2.254 -2.116
H -1.491 -3.702 -2.019
H -0.505 -4.571 -0.828
H 0.263 -3.828 -2.237
H 1.254 -1.203 -0.232
H 1.723 -2.783 -0.892
H 1.073 -2.679 0.753
H -2.115 0.553 -4.618
H -1.593 -0.498 -3.269
H -1.312 -0.987 -4.935
H 1.485 1.210 -5.481
H -0.149 1.275 -6.161
H 0.703 -0.271 -6.084
Se 6.055 2.698 -1.303
Sb 4.926 1.403 0.446
Se 2.398 2.369 0.328
Se 4.982 -1.014 0.000
Se 5.511 1.872 2.771



96
Properties=species:S:1:pos:R:3 method="wB97M-V/def2-TZVPD" e_tot_ev=-219636.2374 homo_lumo_gap_ha=0.349 largest_force_ev_per_a=6.6 homo_energy_ev=-7.7 charge=-1 relative_energy_kj_mol=399.69
As -0.424 0.478 0.002
F -1.186 2.033 -0.695
F -0.164 1.390 1.483
F 0.324 -1.002 0.731
F -0.604 -0.433 -1.498
F 1.099 1.030 -0.687
F -2.047 -0.041 0.678
Cl -4.573 2.406 -6.470
C -5.509 2.031 -5.003
C -6.788 1.255 -5.244
Cl -6.562 -0.254 -6.131
H -5.672 2.879 -4.338
H -4.734 1.500 -4.450
H -7.515 1.914 -5.719
H -7.238 1.015 -4.281
Cl -6.094 0.394 6.894
C -6.574 0.816 5.166
C -6.909 2.360 4.903
Cl -5.453 3.315 4.654
H -7.378 0.106 4.972
H -5.651 0.536 4.658
H -7.591 2.690 5.686
H -7.475 2.426 3.974
Cl 0.439 -4.511 -7.063
C 0.122 -2.747 -7.233
C 0.566 -2.201 -8.482
Cl -0.029 -3.206 -9.810
H 0.858 -2.429 -6.495
H -0.891 -2.556 -6.878
H 1.648 -2.083 -8.528
H 0.153 -1.208 -8.658
Cl 5.869 5.441 -4.585
C 5.889 4.134 -3.360
C 5.341 2.890 -4.106
Cl 6.376 2.117 -5.433
H 5.111 4.487 -2.683
H 6.809 4.056 -2.780
H 4.391 3.040 -4.619
H 5.229 2.092 -3.373
C -0.724 7.813 -0.635
C -1.390 7.749 -1.958
C -0.535 7.437 -3.200
O -2.316 6.714 -1.922
H 0.113 8.502 -0.750
H -0.399 6.842 -0.259
H -1.384 8.322 0.067
H -1.971 8.661 -2.091
H 0.393 7.992 -3.066
H -1.152 7.688 -4.064
H -0.076 6.449 -3.253
H -1.860 5.892 -1.725
O 8.084 -2.282 2.426
C 7.375 -1.573 1.736
N 7.148 -0.326 2.077
C 6.698 -2.024 0.457
H 7.339 0.006 3.012
H 6.251 0.046 1.797
H 7.541 -2.397 -0.125
H 6.142 -1.200 0.009
H 6.112 -2.930 0.609
O 2.002 -7.720 -0.278
C 1.606 -7.617 -1.397
N 1.716 -6.513 -2.018
C 0.894 -8.788 -2.161
H 1.947 -5.687 -1.485
H 1.713 -6.507 -3.028
H 1.581 -9.548 -2.535
H 0.271 -8.544 -3.021
H 0.318 -9.316 -1.400
O 2.915 2.828 6.435
C 1.954 3.307 6.974
N 0.937 3.785 6.336
C 1.969 3.567 8.432
H 0.909 3.463 5.379
H 0.287 4.498 6.634
H 1.216 4.216 8.878
H 2.968 3.775 8.813
H 1.825 2.619 8.949
O -4.148 -6.786 1.325
C -4.032 -5.578 1.282
N -2.986 -5.017 1.807
C -4.928 -4.630 0.530
H -2.802 -4.023 1.810
H -2.172 -5.526 2.118
H -5.867 -5.164 0.382
H -4.442 -4.284 -0.382
H -5.114 -3.739 1.130
O 1.599 -4.939 6.030
C 1.893 -3.962 5.425
N 2.633 -3.905 4.362
C 0.998 -2.673 5.613
H 2.403 -3.265 3.616
H 2.905 -4.867 4.220
H 1.515 -1.964 4.967
H 1.003 -2.182 6.586
H -0.039 -2.857 5.333



111
Properties=species:S:1:pos:R:3 method="wB97M-V/def2-TZVPD" e_tot_ev=-174607.4776 homo_lumo_gap_ha="0.210 / 0.249" largest_force_ev_per_a=3.8 multiplicity=4 homo_energy_ev="-8.8 / -8.8" s_squared=3.771
Cr -0.635 -3.310 0.101
B 0.540 -0.950 0.535
F 1.026 -2.310 0.631
F 0.440 -0.345 1.745
F 1.282 -0.227 -0.377
F -0.760 -1.193 -0.009
C -1.262 -6.148 3.372
F -0.232 -5.523 3.906
F -0.826 -7.175 2.676
F -2.075 -6.575 4.308
S -2.245 -5.017 2.181
O -2.231 -5.708 0.919
O -3.515 -4.719 2.757
N -1.322 -3.560 1.942
S -1.246 -2.779 3.392
O -1.701 -3.535 4.527
O 0.032 -2.155 3.561
C -2.474 -1.333 3.274
F -1.996 -0.308 2.589
F -3.600 -1.774 2.701
F -2.721 -0.949 4.513
C -0.372 -7.673 -0.813
F 0.176 -8.522 -1.667
F -1.666 -7.922 -0.749
F 0.208 -7.794 0.358
S -0.178 -5.913 -1.530
O 0.620 -6.030 -2.709
O -1.511 -5.409 -1.718
N 0.493 -4.877 -0.247
S 2.067 -5.260 -0.262
O 2.379 -6.604 -0.677
O 2.868 -4.217 -0.844
C 2.486 -5.288 1.587
F 3.761 -4.986 1.720
F 1.764 -4.359 2.212
F 2.223 -6.473 2.090
C -3.681 -1.467 -1.724
C -3.538 -2.133 -0.367
O -2.663 -3.287 -0.473
H -4.004 -2.193 -2.481
H -2.725 -1.131 -2.138
H -4.363 -0.620 -1.726
H -4.526 -2.477 -0.063
H -3.121 -1.430 0.343
H -3.156 -3.990 -0.917
C 0.672 -1.272 -3.345
C 0.863 -2.518 -2.500
O -0.433 -2.937 -1.967
H 0.077 -0.499 -2.853
H 0.180 -1.531 -4.288
H 1.608 -0.768 -3.588
H 1.557 -2.314 -1.695
H 1.272 -3.314 -3.122
H -1.015 -2.987 -2.734
C 5.256 1.191 -1.964
C 5.204 2.567 -1.307
C 3.791 3.106 -1.161
O 3.136 3.035 -2.425
C 1.737 3.059 -2.274
N 5.924 2.492 -0.028
H 5.084 1.229 -3.037
H 4.596 0.457 -1.501
H 6.288 0.863 -1.816
H 5.771 3.240 -1.959
H 3.780 4.143 -0.801
H 3.189 2.520 -0.450
H 1.399 2.124 -1.801
H 1.251 3.073 -3.247
H 1.423 3.890 -1.633
H 5.780 3.296 0.571
H 5.561 1.666 0.451
C 0.746 7.110 2.095
C 0.533 6.281 0.820
C -0.317 5.051 1.066
O 0.355 4.229 1.975
C -0.203 2.932 2.071
N -0.072 7.078 -0.277
H -0.174 7.163 2.686
H 1.045 8.135 1.882
H 1.486 6.574 2.692
H 1.512 5.915 0.495
H -0.463 4.567 0.093
H -1.323 5.356 1.390
H 0.324 2.453 2.895
H 0.026 2.341 1.181
H -1.281 2.947 2.254
H 0.610 7.789 -0.540
H -0.741 7.688 0.202
C -1.786 2.059 -0.973
C -3.045 2.738 -1.451
C -3.413 3.954 -0.606
O -4.639 4.495 -1.033
C -5.142 5.388 -0.065
N -2.892 3.067 -2.873
H -1.588 1.115 -1.482
H -1.868 1.797 0.087
H -0.878 2.663 -1.033
H -3.889 2.051 -1.311
H -2.617 4.701 -0.773
H -3.378 3.721 0.467
H -4.445 6.230 0.018
H -5.362 4.935 0.902
H -6.064 5.848 -0.426
H -2.095 3.687 -2.966
H -3.735 3.531 -3.192
C 3.840 -0.991 1.384
O 4.312 0.344 1.221
H 4.600 -1.662 1.770
H 3.012 -1.022 2.101
H 3.458 -1.288 0.406
H 3.581 0.863 0.872



85
Properties=species:S:1:pos:R:3 method="wB97M-V/def2-TZVPD" e_tot_ev=-58525.8090 homo_lumo_gap_ha=0.154 largest_force_ev_per_a=4.6 homo_energy_ev=-0.5 charge=-2
C 0.920 3.997 4.603
C 0.013 4.607 3.464
C -0.699 3.528 2.585
C -1.967 4.248 1.938
Nb 0.492 2.563 0.918
C 1.009 0.861 2.374
C 0.640 -0.567 1.853
C 1.175 -0.874 0.408
O 1.344 -1.530 2.727
N 0.079 4.153 -0.550
C 0.771 4.016 -1.530
S 1.360 3.834 -3.044
B 2.472 3.654 1.388
O 2.706 5.059 1.335
O 3.624 2.860 1.756
C -1.343 1.332 0.222
O -1.591 1.021 -0.952
O -2.121 1.025 1.211
H 0.245 3.459 5.312
H 1.391 4.817 5.199
H 1.653 3.256 4.221
H -0.805 5.145 4.031
H 0.531 5.410 2.892
H -1.129 2.708 3.210
H -2.873 4.088 2.563
H -2.163 3.934 0.892
H -1.802 5.357 1.911
H 1.390 1.735 -0.448
H 2.106 0.834 2.610
H 0.503 1.053 3.354
H -0.444 -0.781 1.948
H 2.169 -0.388 0.258
H 0.471 -0.576 -0.391
H 1.332 -1.979 0.356
H 2.277 -1.334 2.544
H 2.900 5.311 2.259
H 3.762 2.320 0.959
C -3.077 -2.440 2.667
O -1.876 -3.159 2.906
C -1.062 -2.591 3.934
C -1.081 -3.459 5.186
N -2.382 -3.412 5.858
C -2.572 -4.444 6.874
C -2.490 -5.911 6.442
O -3.558 -6.343 5.612
C -3.419 -6.005 4.239
H -3.509 -2.814 1.738
H -3.807 -2.607 3.470
H -2.888 -1.368 2.555
H -1.341 -1.556 4.159
H -0.041 -2.576 3.546
H -0.310 -3.106 5.878
H -0.826 -4.479 4.876
H -3.114 -3.509 5.167
H -3.567 -4.279 7.300
H -1.853 -4.272 7.684
H -2.567 -6.518 7.351
H -1.524 -6.168 5.994
H -2.378 -6.022 3.910
H -3.863 -5.028 4.042
H -3.979 -6.736 3.653
C 2.370 0.184 -10.141
O 1.063 0.280 -9.610
C 0.622 -0.903 -8.947
C 0.564 -0.708 -7.438
N 1.899 -0.602 -6.859
C 1.920 -0.112 -5.473
C 1.339 1.273 -5.182
O 2.099 2.352 -5.720
C 1.863 2.615 -7.086
H 2.524 1.036 -10.804
H 3.125 0.232 -9.350
H 2.500 -0.736 -10.720
H 1.231 -1.774 -9.212
H -0.395 -1.094 -9.303
H 0.046 -1.561 -6.987
H -0.031 0.193 -7.249
H 2.455 0.025 -7.424
H 2.970 -0.102 -5.167
H 1.416 -0.847 -4.838
H 1.367 1.410 -4.099
H 0.284 1.363 -5.464
H 0.824 2.430 -7.372
H 2.542 2.027 -7.711
H 2.089 3.667 -7.271



91
Properties=species:S:1:pos:R:3 method="wB97M-V/def2-TZVPD" e_tot_ev=-72936.8463 homo_lumo_gap_ha=0.322 largest_force_ev_per_a=2.5 homo_energy_ev=-6.3 charge=-1 relative_energy_kj_mol=87.02
P 1.119 -0.321 -0.540
F 0.398 -0.098 -1.970
F 1.491 1.271 -0.482
F -0.278 -0.063 0.202
F 1.883 -0.433 0.891
F 0.836 -1.910 -0.561
F 2.517 -0.596 -1.310
C 2.674 4.391 -4.357
O 3.406 5.137 -4.970
N 2.455 3.084 -4.619
C 1.735 2.265 -3.670
C 3.162 2.469 -5.693
H 2.047 4.750 -3.522
H 2.407 1.638 -3.080
H 1.088 1.574 -4.218
H 1.098 2.840 -3.006
H 3.779 3.183 -6.223
H 3.740 1.587 -5.388
H 2.469 2.014 -6.421
C -5.713 0.529 -0.051
O -5.139 0.736 0.979
N -5.203 0.777 -1.306
C -5.935 0.343 -2.493
C -3.823 1.112 -1.505
H -6.739 0.115 -0.081
H -6.952 0.032 -2.271
H -5.450 -0.526 -2.961
H -5.907 1.163 -3.214
H -3.220 0.219 -1.667
H -3.689 1.813 -2.328
H -3.477 1.579 -0.583
C -1.667 -0.903 4.818
O -2.526 -0.188 4.376
N -0.361 -0.967 4.443
C 0.439 -2.068 4.907
C 0.298 -0.120 3.477
H -1.881 -1.682 5.574
H 0.181 -2.365 5.930
H 1.487 -1.785 4.995
H 0.331 -2.926 4.244
H -0.214 -0.227 2.515
H 0.121 0.944 3.659
H 1.339 -0.345 3.302
C 7.060 -0.035 -2.200
O 7.011 -0.842 -1.307
N 6.241 1.020 -2.323
C 6.428 1.970 -3.415
C 5.094 1.249 -1.467
H 7.797 -0.052 -3.021
H 5.471 2.268 -3.844
H 7.006 1.524 -4.224
H 6.929 2.872 -3.048
H 5.273 0.960 -0.432
H 4.849 2.311 -1.452
H 4.221 0.689 -1.800
C -2.075 2.603 1.722
O -2.823 1.791 2.190
N -1.930 3.892 2.180
C -0.910 4.762 1.586
C -2.599 4.351 3.381
H -1.372 2.402 0.902
H -0.015 4.766 2.219
H -1.294 5.778 1.485
H -0.666 4.379 0.598
H -2.868 5.406 3.314
H -3.576 3.856 3.419
H -2.035 4.080 4.278
C 2.734 -5.794 2.054
O 3.830 -5.592 1.591
N 1.767 -4.869 2.187
C 0.462 -5.258 2.709
C 1.966 -3.476 1.689
H 2.441 -6.763 2.505
H 0.198 -6.224 2.275
H -0.286 -4.518 2.452
H 0.462 -5.371 3.798
H 2.679 -2.941 2.306
H 2.262 -3.621 0.654
H 0.992 -3.005 1.681
C -3.112 -1.864 1.094
O -3.706 -1.443 2.040
N -3.667 -2.624 0.101
C -5.091 -2.898 0.079
C -2.904 -3.174 -0.991
H -2.044 -1.649 0.932
H -5.219 -3.965 -0.140
H -5.576 -2.342 -0.734
H -5.554 -2.629 1.022
H -2.968 -4.273 -0.968
H -3.338 -2.901 -1.961
H -1.870 -2.848 -0.935